Record 1
Computed, not measured: C23H29FN6O4 in the gas phase, with wB97M-V/def2-TZVPD.

Calculated values
* calculated total energy: -1623.194743 Ha
* HOMO level: -0.328 Ha
* Kohn-Sham gap: 9.43 eV
* SMILES: CC(C)CCNC(=O)[C@H](c1ccco1)N(CCCO)C(=O)Cn1nnc(-c2ccc(F)cc2)n1

Element x y z (Å)
C -6.252 -3.107 2.071
C -6.263 -2.808 0.574
C -6.832 -4.001 -0.192
C -4.860 -2.480 0.051
C -4.288 -1.187 0.628
N -3.050 -0.841 -0.037
C -2.770 0.399 -0.438
O -3.553 1.329 -0.418
C -1.366 0.605 -1.071
C -0.510 -0.616 -1.182
C 0.277 -1.288 -0.290
C 0.882 -2.344 -1.016
C 0.417 -2.238 -2.289
O -0.422 -1.196 -2.402
N -0.655 1.657 -0.344
C -0.265 2.827 -1.108
C -1.482 3.685 -1.474
C -2.234 4.232 -0.244
O -3.620 4.228 -0.428
C -0.605 1.524 0.996
O -1.211 0.659 1.595
C 0.408 2.414 1.743
N 1.704 2.061 1.250
N 2.469 2.861 0.547
N 3.494 2.182 0.179
C 3.333 0.935 0.671
C 4.256 -0.159 0.460
C 5.424 0.050 -0.270
C 6.301 -0.994 -0.487
C 5.994 -2.240 0.033
F 6.845 -3.264 -0.179
C 4.839 -2.471 0.762
C 3.968 -1.422 0.975
N 2.195 0.848 1.355
H -7.247 -3.398 2.402
H -5.568 -3.924 2.290
H -5.949 -2.236 2.645
H -6.908 -1.941 0.396
H -6.872 -3.791 -1.259
H -6.211 -4.881 -0.038
H -7.838 -4.229 0.150
H -4.905 -2.378 -1.036
H -4.187 -3.309 0.281
H -4.977 -0.355 0.468
H -4.102 -1.287 1.702
H -2.292 -1.504 0.033
H -1.554 0.964 -2.088
H 0.413 -1.058 0.746
H 1.568 -3.072 -0.636
H 0.600 -2.818 -3.171
H 0.455 3.423 -0.550
H 0.232 2.483 -2.021
H -2.193 3.086 -2.046
H -1.151 4.502 -2.114
H -1.977 3.633 0.643
H -1.953 5.270 -0.050
H -3.903 3.300 -0.465
H 0.257 3.483 1.603
H 0.336 2.155 2.803
H 5.628 1.035 -0.660
H 7.212 -0.858 -1.048
H 4.641 -3.457 1.152
H 3.061 -1.564 1.541

Listed below, in e, are the Mulliken charges computed for each atom:
1 C -1.478
2 C 0.755
3 C -1.598
4 C -0.575
5 C -1.179
6 N 0.058
7 C 0.087
8 O -0.724
9 C 0.703
10 C -1.030
11 C 0.062
12 C -0.946
13 C -0.648
14 O -0.423
15 N 0.762
16 C -0.991
17 C -0.586
18 C -0.376
19 O -0.651
20 C 0.727
21 O -0.571
22 C -1.331
23 N 1.202
24 N -0.651
25 N -0.455
26 C 0.336
27 C 0.349
28 C -0.439
29 C -0.587
30 C 0.397
31 F -0.326
32 C -0.698
33 C -0.310
34 N -0.719
35 H 0.433
36 H 0.303
37 H 0.362
38 H 0.249
39 H 0.392
40 H 0.331
41 H 0.434
42 H 0.319
43 H 0.321
44 H 0.438
45 H 0.253
46 H 0.310
47 H 0.624
48 H 0.794
49 H 0.492
50 H 0.531
51 H 0.586
52 H 0.165
53 H 0.348
54 H 0.536
55 H 0.106
56 H 0.425
57 H 0.451
58 H 0.306
59 H 0.411
60 H 0.505
61 H 0.452
62 H 0.461
63 H 0.514



Record 2
Computed, not measured: 2 unconnected molecules or ions with the total composition C4H14N2O, with wB97M-V/def2-TZVPD.

Calculated values
* calculated total energy: -345.467633 Ha
* HOMO level: -0.314 Ha
* Kohn-Sham gap: 9.49 eV
* SMILES: CN[C@@H](C)CN.O

Element x y z (Å)
C 1.777 -1.871 -1.435
N 0.459 -1.064 -1.488
C -0.158 -0.587 -0.260
C 0.016 -1.411 1.043
C 0.407 1.014 0.103
N -0.439 1.913 0.803
H 2.646 -1.391 -0.834
H 1.689 -2.994 -1.151
H 2.174 -1.822 -2.497
H 0.724 -0.254 -2.064
H -1.106 -0.337 -0.545
H 0.203 -0.816 1.958
H 0.749 -2.173 1.192
H -1.011 -1.945 1.307
H 1.436 0.713 0.546
H 0.521 1.465 -0.889
H 0.170 2.567 1.351
H -1.011 1.424 1.494
O -3.040 2.476 0.817
H -3.894 2.622 0.384
H -2.313 2.471 0.165

Listed below, in e, are the Mulliken charges computed for each atom:
1 C -0.783
2 N -0.403
3 C 0.029
4 C -1.223
5 C -0.847
6 N -0.520
7 H 0.266
8 H 0.244
9 H 0.314
10 H 0.273
11 H 0.473
12 H 0.333
13 H 0.440
14 H 0.246
15 H 0.303
16 H 0.346
17 H 0.215
18 H 0.308
19 O -0.655
20 H 0.300
21 H 0.341



Record 3
Computed, not measured: a gas-phase ion, C5H10N3 (charge +1), with wB97M-V/def2-TZVPD.

Calculated values
* calculated total energy: -360.382022 Ha
* net charge: +1
* HOMO level: -0.517 Ha
* Kohn-Sham gap: 8.61 eV
* SMILES: C=C=C/[NH+]=N/CCN

Element x y z (Å)
C 2.851 -0.055 2.739
C 1.759 -0.391 2.212
C 0.573 -0.703 1.657
N 0.054 -0.425 0.367
N 0.644 0.198 -0.590
C -0.076 0.685 -1.758
C -1.556 0.829 -1.395
N -2.054 -0.519 -1.224
H 3.184 0.673 3.508
H 3.627 -0.864 2.428
H -0.159 -1.385 2.196
H -0.940 -0.696 0.192
H 0.144 -0.043 -2.469
H 0.396 1.579 -1.888
H -1.579 1.340 -0.487
H -2.139 1.458 -2.046
H -1.693 -1.123 -2.051
H -3.036 -0.559 -1.389

Listed below, in e, are the Mulliken charges computed for each atom:
1 C -0.512
2 C 0.291
3 C -0.267
4 N 0.556
5 N -0.535
6 C -0.413
7 C -0.755
8 N -0.599
9 H 0.322
10 H 0.218
11 H 0.297
12 H 0.381
13 H 0.354
14 H 0.343
15 H 0.407
16 H 0.421
17 H 0.240
18 H 0.251



Record 4
Computed, not measured: C4H9N in the gas phase, with wB97M-V/def2-TZVPD.

Calculated values
* calculated total energy: -212.491716 Ha
* HOMO level: -0.310 Ha
* Kohn-Sham gap: 9.62 eV
* SMILES: C=CNCC

Element x y z (Å)
C -0.618 0.509 -2.442
C -0.271 0.874 -1.182
N 0.424 0.043 -0.301
C -0.259 -0.560 0.878
C 0.617 -0.400 2.096
H -1.231 1.227 -2.968
H -0.370 -0.403 -2.968
H -0.192 1.962 -1.140
H 1.143 -0.604 -0.583
H -0.618 -1.547 0.544
H -1.248 -0.103 1.050
H 0.863 0.673 2.123
H 1.609 -0.846 1.910
H 0.151 -0.826 2.984

Listed below, in e, are the Mulliken charges computed for each atom:
1 C -0.740
2 C -0.145
3 N -0.270
4 C -0.407
5 C -1.063
6 H 0.244
7 H 0.263
8 H 0.296
9 H 0.233
10 H 0.342
11 H 0.338
12 H 0.283
13 H 0.289
14 H 0.337



Record 5
Computed, not measured: a molecular structure, C5H8N, with wB97M-V/def2-TZVPD.

Calculated values
* calculated total energy: -249.699322 Ha
* net charge: +1
* HOMO level: -0.497 Ha
* Kohn-Sham gap: 9.86 eV

Element x y z (Å)
C -1.575 0.245 -0.028
C -0.942 0.738 -1.074
C -0.433 0.624 0.887
C 0.334 1.174 -0.327
C 0.836 0.052 0.424
N 0.789 -1.396 -0.002
H -2.515 -0.385 0.178
H -1.208 0.875 -2.075
H -0.471 0.981 1.879
H 0.981 2.026 -0.557
H 1.743 0.187 1.017
H 1.458 -1.980 0.577
H 1.196 -1.428 -0.944
H -0.191 -1.712 0.046

Listed below, in e, are the Mulliken charges computed for each atom:
1 C -0.878
2 C -0.324
3 C -0.172
4 C -0.267
5 C -0.349
6 N -0.298
7 H 0.379
8 H 0.537
9 H 0.472
10 H 0.409
11 H 0.392
12 H 0.381
13 H 0.346
14 H 0.371



Record 6
Computed, not measured: 2 unconnected molecules or ions with the total composition C2H5PS, with wB97M-V/def2-TZVPD.

Calculated values
* calculated total energy: -818.540930 Ha
* HOMO level: -0.313 Ha
* Kohn-Sham gap: 7.84 eV
* SMILES: C#[PH2].C=S

Element x y z (Å)
C 1.174 -0.817 0.196
P 2.496 0.223 0.179
H 0.644 -0.738 -0.779
H 2.421 1.374 -0.631
H 2.812 0.613 1.475
C -2.533 -0.234 -0.156
S -1.286 0.670 0.178
H -3.223 0.097 -0.897
H -2.506 -1.188 0.435

Listed below, in e, are the Mulliken charges computed for each atom:
1 C -0.389
2 P 0.054
3 H 0.182
4 H 0.040
5 H 0.078
6 C -0.327
7 S -0.192
8 H 0.294
9 H 0.260



Record 7
Computed, not measured: C6H9N in the gas phase, with wB97M-V/def2-TZVPD.

Calculated values
* calculated total energy: -288.580655 Ha
* HOMO level (spin up / spin down): -0.282 / -0.293 Ha
* Kohn-Sham gap (spin up / spin down): 7.98 / 8.24 eV

Element x y z (Å)
C -0.947 -0.021 1.836
C -0.368 0.760 0.793
C 0.975 0.221 0.009
C 1.012 0.932 -1.249
C -0.884 -0.546 -0.914
C 0.430 -1.134 -0.451
N -1.421 0.383 -0.124
H -1.385 0.432 2.721
H -0.947 -1.102 1.786
H -0.342 1.836 0.981
H 1.828 0.309 0.691
H 1.163 2.011 -1.282
H 1.068 0.405 -2.192
H -1.518 -1.021 -1.665
H 0.315 -1.900 0.326
H 1.020 -1.565 -1.265

Listed below, in e, are the Mulliken charges computed for each atom:
1 C -0.960
2 C 0.295
3 C 0.026
4 C -0.836
5 C -0.145
6 C -0.821
7 N -0.526
8 H 0.321
9 H 0.230
10 H 0.385
11 H 0.434
12 H 0.303
13 H 0.286
14 H 0.394
15 H 0.273
16 H 0.341



Record 8
Computed, not measured: C6H11N in the gas phase, with wB97M-V/def2-TZVPD.

Calculated values
* calculated total energy: -289.779783 Ha
* HOMO level: -0.258 Ha
* Kohn-Sham gap: 7.46 eV
* SMILES: C=C(/C=C/C)NC

Element x y z (Å)
C 2.312 -0.593 0.020
C 0.947 -0.532 0.141
C 0.407 0.375 -0.806
C -0.910 0.329 -1.258
C -1.718 1.395 -1.779
N 0.084 -1.251 0.957
C -0.165 -0.683 2.280
H 2.826 0.424 0.164
H 2.939 -1.507 0.125
H 0.778 1.309 -1.342
H -1.262 -0.694 -1.614
H -1.326 1.450 -2.876
H -1.593 2.453 -1.251
H -2.779 1.324 -1.693
H 0.092 -2.292 1.125
H 0.250 0.364 2.214
H -1.204 -0.522 2.523
H 0.319 -1.348 3.071

Listed below, in e, are the Mulliken charges computed for each atom:
1 C -0.752
2 C 0.361
3 C -0.429
4 C 0.064
5 C -1.170
6 N -0.188
7 C -0.797
8 H 0.208
9 H 0.269
10 H 0.247
11 H 0.220
12 H 0.249
13 H 0.253
14 H 0.366
15 H 0.283
16 H 0.275
17 H 0.280
18 H 0.262



Record 9
Computed, not measured: 2 unconnected molecules or ions with the total composition C4H5N3, with wB97M-V/def2-TZVPD.

Calculated values
* calculated total energy: -319.603975 Ha
* HOMO level: -0.419 Ha
* Kohn-Sham gap: 11.19 eV

Element x y z (Å)
C 0.292 0.884 2.130
N 0.690 0.250 -1.107
C -0.235 -0.513 -1.525
C -0.286 -1.065 -2.871
N -0.311 -1.494 -3.946
C -1.433 -0.969 1.564
N -0.659 -0.135 1.845
H 0.672 1.270 1.182
H 1.115 0.463 2.711
H -0.187 1.682 2.703
H 1.387 0.423 -1.834
H -1.044 -0.796 -0.851

Listed below, in e, are the Mulliken charges computed for each atom:
1 C -0.574
2 N -0.446
3 C 0.278
4 C 0.002
5 N -0.314
6 C -0.200
7 N 0.006
8 H 0.240
9 H 0.261
10 H 0.281
11 H 0.234
12 H 0.232



Record 10
Computed, not measured: C12H9O2P in the gas phase, with wB97M-V/def2-TZVPD.

Calculated values
* calculated total energy: -954.341122 Ha
* HOMO level (spin up / spin down): -0.315 / -0.253 Ha
* Kohn-Sham gap (spin up / spin down): 7.92 / 6.27 eV

Element x y z (Å)
C -1.398 -0.365 2.476
C 2.108 -1.775 -2.741
C -1.927 0.922 2.730
C 2.835 -2.353 -1.682
C -0.868 -0.665 1.198
C 0.981 -1.026 -2.506
C -1.983 1.905 1.778
C 2.468 -2.035 -0.381
C -0.853 0.393 0.281
C 0.649 -0.614 -1.182
C -1.417 1.687 0.467
C 1.508 -1.092 -0.226
O -0.438 0.220 -0.985
O -1.601 4.199 -0.327
P -1.040 2.802 -0.873
H -1.430 -1.028 3.246
H 2.204 -1.900 -3.794
H -2.323 1.262 3.645
H 3.699 -3.086 -1.948
H -0.335 -1.516 0.792
H 0.255 -0.684 -3.373
H -2.362 2.767 2.113
H 2.785 -2.367 0.637
H -1.519 4.348 0.653

Listed below, in e, are the Mulliken charges computed for each atom:
1 C -0.798
2 C -0.328
3 C -0.629
4 C -0.476
5 C -0.607
6 C -0.687
7 C -0.248
8 C -0.373
9 C 0.583
10 C 0.919
11 C 0.136
12 C -0.295
13 O -0.399
14 O -0.495
15 P 0.146
16 H 0.483
17 H 0.387
18 H 0.396
19 H 0.260
20 H 0.654
21 H 0.223
22 H 0.462
23 H 0.359
24 H 0.329



In order of appearance, ΔE to the lowest compared entry with this formula, charge and spin = 2.93, 68.12, 121.16, 37.31, 78.95, 98.49, 126.37, 120.42, 67.92, 79.58 kcal per mole.